This record from the Open Molecules 2025 dataset describes the molecule C14H15FNO3P at a distorted geometry. The level of theory is the ωB97M-V functional and the def2-TZVPD basis.

Each line ends with the natural charge from an NBO analysis.
Atoms and positions in Å:
P: -0.496 -0.773 -1.743  2.29
F: -3.119 -5.148 -0.812  -0.32
O: 3.449 3.238 1.843  -0.49
O: 0.127 0.704 -1.766  -0.80
O: -1.155 -1.032 -3.017  -1.07
N: -1.512 -0.699 -0.380  -0.96
C: 2.447 3.137 -0.382  -0.29
C: 0.953 1.307 -0.844  0.33
C: -2.426 -1.686 -0.055  0.20
C: 1.607 2.462 -1.249  -0.24
C: -4.293 -2.446 1.265  -0.16
C: 4.141 4.416 1.500  -0.25
C: -4.205 -3.706 0.699  -0.32
C: -2.331 -2.945 -0.636  -0.35
C: -3.222 -3.926 -0.248  0.43
C: 1.145 0.827 0.444  -0.30
C: -3.416 -1.443 0.898  -0.27
C: 2.647 2.660 0.910  0.29
C: 1.985 1.498 1.310  -0.23
C: 0.867 -1.928 -1.305  -1.04
H: 4.832 4.248 0.668  0.18
H: 0.667 -2.441 -0.369  0.25
H: -5.056 -2.243 2.001  0.22
H: 2.145 1.136 2.313  0.23
H: 4.707 4.692 2.388  0.20
H: -1.741 0.227 -0.047  0.42
H: 0.940 -2.656 -2.109  0.26
H: 3.452 5.226 1.243  0.18
H: 0.637 -0.066 0.770  0.23
H: -1.597 -3.145 -1.399  0.23
H: -3.495 -0.463 1.345  0.21
H: -4.880 -4.500 0.973  0.23
H: 1.807 -1.388 -1.227  0.26
H: 1.449 2.824 -2.253  0.23
H: 2.938 4.032 -0.728  0.22

Properties
calculated total energy	-1264.25520	hartree
SMILES	COc1ccc(O[P@](C)(=O)Nc2cccc(F)c2)cc1
highest occupied orbital energy	-8.55	eV
net charge	0